No. 1
# C4H9N

A single C4H9N molecule (the ωB97M-V functional and the def2-TZVPD basis, OMol25).

Output
ΔE to the lowest compared entry with this formula, charge and spin (kJ/mol): 13.9
Charge: 0
Energy (a.u.): -212.5459

Each line ends with the Löwdin charge.
Element x y z (Å)
C  -1.103  -0.389  0.023  -0.190
C  -0.397  0.636  0.937  -0.179
C  1.002  0.806  0.353  -0.221
N  1.171  -0.193  -0.728  -0.074
C  0.012  -1.097  -0.731  -0.234
H  -1.811  0.078  -0.678  0.103
H  -1.742  -1.071  0.582  0.097
H  -0.419  0.259  1.965  0.102
H  -0.929  1.593  0.927  0.100
H  1.160  1.793  -0.070  0.101
H  1.798  0.661  1.094  0.100
H  1.216  0.300  -1.609  0.088
H  0.319  -2.053  -0.309  0.100
H  -0.276  -1.324  -1.758  0.105

***

No. 2
# C3H6N2OS

A single C3H6N2OS molecule (the ωB97M-V functional and the def2-TZVPD basis, OMol25).

Output
ΔE to the lowest compared entry with this formula, charge and spin (kJ/mol): 437.3
Charge: 0
Energy (a.u.): -700.7226

Each line ends with the Löwdin charge.
Element x y z (Å)
C  -0.277  0.038  -0.072  -0.087
C  1.476  -1.351  0.678  -0.243
C  -1.458  0.766  -0.465  -0.017
N  0.233  -0.945  0.358  0.029
N  1.609  1.291  -0.046  -0.288
O  3.141  -0.277  -1.241  -0.544
S  2.723  0.233  0.066  0.752
H  1.702  -1.161  1.723  0.074
H  1.794  -2.248  0.110  0.104
H  -2.322  0.124  -0.324  0.099
H  -1.386  0.982  -1.496  0.085
H  -1.576  1.720  -0.069  0.072
H  1.637  1.852  0.736  -0.036